1.
C6H6O | the ωB97M-V functional and the def2-TZVPD basis

Geometry as ORCA input:
```
! RIJCOSX wB97M-V def2-TZVPD def2/J DEFGRID3
* xyz 0 1
C 2.8042 -0.7023 0.6442
C 1.8388 -0.0469 0.3344
C 0.4838 0.2272 -0.0078
C -0.3391 1.2649 0.1103
C -1.7419 0.7874 -0.1467
O -1.6211 -0.5561 -0.5910
C -0.2832 -0.9911 -0.4576
H 3.6309 -1.2992 0.9533
H -0.0967 2.2764 0.4174
H -2.3111 0.8341 0.7960
H -2.2848 1.3679 -0.9027
H 0.0890 -1.3575 -1.4242
H -0.1688 -1.8048 0.2742
*
```

The molecule's Löwdin atomic charges, reported in e, are given here: 0.134 -0.083 -0.256 0.008 -0.190 -0.111 -0.161 0.030 0.120 0.123 0.122 0.133 0.131

***

2.
C6H6O | the ωB97M-V functional and the def2-TZVPD basis

Geometry as ORCA input:
```
! RIJCOSX wB97M-V def2-TZVPD def2/J DEFGRID3
* xyz 0 1
C 0.8678 -0.3839 -2.2528
C 0.7569 -0.4853 -0.8286
C 0.3797 -1.4241 0.1938
C -0.4121 -0.8046 1.0750
C -0.6047 0.5055 0.7407
C -1.1349 1.4590 1.4013
O 0.2193 0.7658 -0.3476
H 1.4350 -1.1208 -2.5832
H 0.7647 0.6239 -2.6952
H 1.1216 -2.2944 0.1461
H -0.8586 -0.9029 2.0191
H -1.0862 2.4792 0.7651
H -1.4486 1.5825 2.3663
*
```

The molecule's Löwdin atomic charges, reported in e, are given here: 0.121 -0.233 -0.006 -0.027 -0.435 0.097 -0.026 -0.013 0.081 0.148 0.119 0.137 0.037

***

3.
C6H6O | the ωB97M-V functional and the def2-TZVPD basis

Geometry as ORCA input:
```
! RIJCOSX wB97M-V def2-TZVPD def2/J DEFGRID3
* xyz 0 1
C 2.3958 0.6142 0.2872
C 1.5163 0.3314 -0.4910
C 0.1184 0.0240 -0.3879
C -0.9561 1.0492 -0.3495
C -0.7709 0.1535 0.8364
O -1.3164 -1.1481 0.6331
C -0.4304 -1.3725 -0.4794
H 3.2032 0.5932 0.9429
H -1.8039 0.9306 -0.9995
H -0.5662 2.0613 -0.2089
H -0.7776 0.5089 1.8786
H 0.3261 -2.1409 -0.2482
H -0.9382 -1.6046 -1.4137
*
```

The molecule's Löwdin atomic charges, reported in e, are given here: 0.145 -0.033 -0.397 -0.020 -0.200 -0.063 -0.109 0.021 0.111 0.126 0.160 0.136 0.123

***

Gap between HOMO and LUMO values, unit eV, following the record order: 9.955; 7.785; 9.740.
HOMO level values, unit eV, following the record order: -9.0; -8.0; -8.9.
ΔE to the lowest compared entry with this formula, charge and spin values, unit kcal/mol, following the record order: 66.4; 98.3; 113.0.